107
Properties=species:S:1:pos:R:3 method="wB97M-V/def2-TZVPD" e_tot_ha=-2566.75844 homo_ev=-9.5 spin_multiplicity=1 smiles="COC[C@H](C)N.NC(N)=O.NC(N)=O.NC(N)=O.NC(N)=O.NC(N)=O.OCCO.OCCO.OCCO.OCCO.OCCO" max_force_ev_per_a=3.36
H -4.143 -1.050 1.275
H 3.624 -2.585 4.208
C -3.723 1.242 -2.362
C -0.172 3.903 0.036
H 5.067 -4.016 1.529
H 2.133 -3.560 -0.897
C -0.157 0.761 0.930
O 0.239 -1.478 1.642
C -3.888 -2.134 1.116
O -3.888 1.678 -3.502
O -2.619 -2.223 0.427
C -1.948 -4.353 -2.869
H 4.153 0.785 -2.419
H -3.104 -2.293 4.278
O -3.413 -1.914 3.425
H -2.379 3.337 2.960
H -0.634 -1.373 2.057
C -0.594 4.371 -4.134
C -1.222 0.399 -5.356
H 2.894 2.286 3.175
H -0.039 3.457 3.411
H 2.890 -2.597 1.240
N 1.629 0.171 4.094
H 1.532 -1.558 -1.849
H 0.737 0.685 -5.674
N 3.493 0.192 -1.999
C 3.122 -3.806 -0.544
H 0.588 -0.719 -2.900
H -0.305 -3.085 -2.896
H 4.968 -2.697 5.359
H 0.830 1.918 4.615
H -1.976 0.559 1.825
C 4.493 -1.989 4.649
H 5.163 -1.798 3.856
O 1.914 1.186 -3.229
O 4.133 -4.157 1.755
H 0.216 1.157 1.906
H -4.804 -3.191 2.633
H -1.321 -5.263 -2.940
N 1.549 -0.941 -2.630
H -2.531 4.657 -4.248
C -1.185 -3.198 -2.265
H -2.720 3.143 4.684
C 3.085 -3.614 0.954
H -5.359 2.177 -1.469
O 4.125 -2.726 -0.968
O -3.177 -4.772 -2.217
O -1.526 0.300 0.986
H 0.074 1.446 0.145
H 3.801 -0.512 -1.334
O -2.117 1.432 3.597
N -4.496 1.629 -1.281
H -4.720 -2.497 0.501
O -0.047 2.186 5.048
O -0.763 -3.605 -0.954
H 1.750 4.163 0.048
O -0.253 4.175 1.235
H 0.339 2.484 -3.728
H 2.980 -0.837 2.893
H -0.336 1.656 -6.674
N -2.756 0.242 -2.001
C 2.332 0.188 -2.668
H -2.188 3.817 -0.539
H -1.402 1.100 4.146
H -3.125 -3.696 2.404
H -2.170 -4.086 -3.903
C 2.937 1.359 2.542
C 4.070 0.224 4.458
H -4.515 1.229 -0.341
H -1.471 -3.363 -0.332
H 4.519 -3.121 -1.761
H 1.276 3.950 -4.031
H 1.617 -0.432 4.934
H 0.978 -0.148 3.375
C -2.067 2.820 3.842
H -2.969 -4.903 -1.270
N -2.435 0.782 -5.773
N 1.023 3.809 -0.588
H 4.031 1.048 5.117
H 3.461 -4.776 -0.911
H 0.342 -0.945 -0.222
N -1.880 3.905 -4.025
H -2.311 -1.303 0.515
N -1.234 3.609 -0.822
H 0.991 3.795 -1.593
H -2.126 2.915 -4.289
H -0.701 4.113 4.928
H -2.014 -0.082 -2.662
C -3.849 -2.825 2.437
O -1.027 -0.254 -4.368
H -2.669 0.880 -6.726
H -1.729 -2.233 -2.130
H -2.359 0.543 -1.080
H 3.857 1.334 1.987
H 5.043 0.216 3.885
C -0.670 3.224 4.281
H -1.092 3.628 -1.804
O -0.352 5.533 -4.470
C 2.915 0.127 3.492
H 1.714 -0.278 0.705
N 0.402 3.459 -4.022
H 2.092 1.332 1.892
C 0.614 -0.461 0.726
H -3.210 0.799 -5.157
O 4.145 -0.799 5.400
H 2.188 -4.233 1.226
N -0.183 0.964 -5.961

---

100
Properties=species:S:1:pos:R:3 method="wB97M-V/def2-TZVPD" total_charge=-1 e_tot_ha=-4701.77609 homo_ev=-5.3 spin_multiplicity=1 max_force_ev_per_a=1.29
H -3.240 1.342 -0.446
H 3.164 1.043 -2.247
H -6.741 4.218 0.127
C 2.980 -2.988 -0.630
O -3.969 1.250 0.181
C 4.696 2.737 -0.763
H -4.357 3.282 0.087
O -7.319 2.861 -1.333
H 0.345 1.276 0.335
H -6.594 2.264 -1.110
O 4.449 -8.309 4.777
H 5.749 -0.356 -3.020
H 4.318 -10.203 4.046
N 6.119 -1.444 2.444
H 5.534 -9.999 5.323
N -1.482 1.835 -2.149
H 5.948 2.277 -2.477
In 4.132 -1.376 0.354
H -7.240 -2.585 3.171
H 5.127 -7.718 5.123
O 4.189 5.872 -0.275
H -8.722 6.750 -4.728
C 2.661 -0.286 5.562
C -4.121 2.509 0.825
H -7.441 2.393 -4.110
H 4.128 5.593 0.645
C 4.182 1.056 -2.635
C 4.878 7.114 -0.309
C -6.230 -2.954 3.371
H 3.139 -3.884 -0.043
Br 2.749 0.331 1.744
H -6.743 4.590 -4.204
H 5.849 -9.386 3.677
H 2.296 0.388 4.782
O -5.317 -2.503 2.378
H 4.081 1.086 -3.722
H -8.599 4.808 -5.992
H 3.750 -1.359 4.366
H 4.224 -1.071 -2.573
O -1.751 -3.154 0.027
O 5.600 -1.093 3.464
O 5.433 -2.367 1.763
H -4.945 2.426 1.533
H 5.888 7.013 0.099
H 5.687 -7.068 2.748
H 3.507 0.179 6.079
H 6.363 -0.649 -0.908
C -0.201 -1.007 -1.688
H 4.949 7.424 -1.349
C -9.595 6.165 -5.031
H 4.337 7.881 0.252
H -2.356 -3.263 2.014
H 0.931 -3.268 -0.005
C 4.896 2.334 -2.208
H 4.483 3.142 -2.813
H 1.862 -0.464 6.282
H 1.147 -3.215 -1.716
H 3.426 -3.149 -1.604
C 1.078 -1.273 -0.868
H -2.692 -4.685 1.005
H 5.763 -5.561 3.689
H -10.412 6.846 -5.259
H 4.460 -5.814 2.498
H -2.022 1.160 -2.684
H -6.241 -4.041 3.341
H 6.181 -4.498 1.679
H -1.169 -0.368 0.034
N -1.173 -0.154 -0.958
H -0.693 -1.927 -1.978
H -5.305 -1.540 2.403
H -3.671 -3.218 0.816
C -6.407 3.828 -4.914
O 3.042 -1.532 5.005
O 6.343 -5.450 1.699
N -0.153 1.938 -0.258
H 3.641 2.792 -0.510
C 5.081 -9.537 4.441
H 0.818 -0.963 0.136
H 0.556 2.461 -0.760
C -2.674 -3.598 1.023
C 4.916 -0.255 -2.324
H 5.155 2.045 -0.071
H -1.750 -2.194 0.057
H 1.895 -0.666 -1.242
H -9.898 5.513 -4.207
H 5.145 3.705 -0.587
H -3.213 2.787 1.364
C 5.515 -5.995 2.715
H -5.916 -2.631 4.367
H -6.316 4.273 -5.903
C 1.465 -2.746 -0.784
H -7.919 2.980 0.650
H 0.046 -0.484 -2.607
N 5.406 -0.329 -0.956
C -0.953 1.235 -1.161
H -5.432 3.446 -4.604
H -8.431 4.308 -0.410
O -9.322 5.409 -6.202
C -7.614 3.632 -0.172
O -7.364 2.777 -4.991

---

101
Properties=species:S:1:pos:R:3 method="wB97M-V/def2-TZVPD" e_tot_ha=-2101.84300 homo_ev=-9.1 spin_multiplicity=1 smiles="NC(N)=O.NC(N)=O.NC(N)=O.NC(N)=O.CCO.CCO.CCO.CCO.CCO.CCO.CCO.CO" max_force_ev_per_a=9.13
O 11.497 8.886 22.237
O 20.640 8.946 23.369
C 18.173 8.826 17.934
H 15.080 8.754 19.750
H 15.694 14.902 25.736
C 17.656 8.101 25.661
H 13.686 13.419 21.801
O 19.186 10.854 18.603
C 17.854 6.615 25.886
H 15.997 13.555 21.640
C 13.875 6.523 23.029
H 15.768 13.204 24.483
H 18.708 11.324 21.993
C 16.727 11.424 25.599
C 15.352 13.913 20.928
H 14.277 6.956 18.952
H 18.070 7.370 23.557
H 15.435 9.293 18.071
H 14.051 14.203 25.838
H 17.559 12.290 24.003
H 19.280 10.292 24.297
H 14.655 11.450 22.310
N 12.813 5.775 22.989
H 14.954 10.758 25.031
H 16.936 5.989 25.762
H 15.879 13.799 19.983
H 16.018 16.213 20.953
H 19.110 8.428 17.732
H 19.930 5.369 21.164
H 20.010 8.201 23.362
H 18.127 6.551 26.866
O 16.309 10.081 21.933
H 15.460 7.041 24.001
H 17.864 9.208 16.981
C 18.422 6.835 21.651
H 12.357 8.432 22.362
H 18.675 8.634 25.710
H 14.339 9.923 21.480
H 9.190 7.909 22.420
H 18.734 9.610 21.959
O 14.080 7.671 18.289
C 18.300 9.918 19.038
H 20.124 10.470 21.311
H 10.422 12.711 22.921
H 16.766 9.390 24.394
O 14.047 13.290 20.919
H 14.561 9.923 23.284
H 14.770 5.593 24.539
C 9.761 7.356 21.659
C 10.868 8.203 21.102
H 17.362 8.044 18.156
N 14.613 6.527 24.042
N 12.705 13.167 23.277
C 13.420 9.922 18.875
H 11.681 7.726 20.605
H 13.844 16.501 25.600
N 19.257 6.121 20.938
C 19.968 10.267 23.433
H 19.574 6.333 23.192
C 19.339 10.467 22.096
N 10.946 11.961 23.329
O 14.265 7.317 22.038
H 16.440 10.931 23.533
H 13.216 15.845 24.105
H 19.184 11.624 19.207
N 18.746 6.880 22.866
H 18.647 9.348 19.847
H 9.210 6.879 20.830
C 14.798 14.661 25.182
H 10.464 8.957 20.425
O 17.503 11.832 26.640
H 10.386 11.183 23.720
C 15.175 15.444 21.189
H 14.416 15.733 20.528
H 12.326 5.551 22.103
H 16.987 8.530 26.393
H 18.702 6.181 25.340
O 16.888 8.408 24.507
H 17.509 10.492 19.460
H 12.160 13.907 22.912
H 14.852 16.597 24.202
H 12.929 10.086 17.954
O 12.841 11.238 24.606
C 14.130 15.943 24.653
H 12.650 9.577 19.538
H 16.320 9.380 21.285
H 10.213 6.485 22.220
H 15.386 10.549 26.723
C 14.953 10.383 22.293
N 16.855 11.564 24.294
C 12.175 12.069 23.680
H 13.746 10.858 19.239
C 14.591 8.882 18.779
H 20.730 11.021 23.648
N 15.679 10.743 25.744
H 18.773 5.782 20.156
O 15.144 13.803 24.088
H 14.741 15.554 22.231
O 17.383 7.617 21.144
H 13.709 13.340 23.606
H 12.486 5.170 23.711

---

105
Properties=species:S:1:pos:R:3 method="wB97M-V/def2-TZVPD" total_charge=+1 e_tot_ha=-7700.21815 homo_ev=-10.9 spin_multiplicity=1 max_force_ev_per_a=10.74
H 4.261 -0.131 -1.660
O -6.302 2.606 4.893
H -2.216 -3.890 0.184
H -9.621 1.583 5.699
H 6.274 4.192 2.027
H 6.041 0.451 -1.870
H -4.451 4.727 8.305
H 5.834 -5.971 -1.712
H 8.805 1.621 -0.490
C 7.641 4.730 3.292
H -9.535 1.462 2.736
H -3.924 -1.382 -1.567
H 1.392 -6.853 -3.732
C -3.793 -0.340 -1.265
O 6.298 4.418 2.973
H -4.628 3.769 4.611
H -0.302 -5.551 -2.486
C 2.352 -2.239 -4.224
H 6.791 -1.614 -2.916
H 0.924 0.330 -1.437
C 1.127 -5.814 -4.256
H -5.023 5.854 9.563
H -11.166 2.155 2.540
H 5.694 -2.382 -4.828
H 0.641 -2.149 -5.448
O 2.462 -3.417 -2.144
H 7.704 4.989 4.352
H 8.336 7.170 -1.484
H 5.042 -8.090 -1.346
H 3.303 -5.352 -3.653
N 2.070 -3.468 -3.416
H -10.061 3.078 4.834
H 1.030 -1.356 0.017
C -5.085 5.595 8.503
C -10.325 1.691 2.018
O -2.872 -0.271 -0.191
H 2.404 0.236 -2.741
C 8.254 2.562 -0.420
N 1.241 -1.473 -4.905
C -4.959 2.918 5.212
H -6.453 5.057 7.238
H 9.877 6.595 0.112
O -0.902 -1.320 -3.190
H 8.535 5.530 -2.156
Br 0.746 -6.329 -6.193
H -10.542 2.773 0.424
H -6.912 1.359 0.049
H -2.031 -0.638 -0.512
O -5.859 2.470 1.424
H 4.025 -6.823 -0.592
C -10.172 2.524 5.769
H -5.018 2.103 1.103
C 1.275 0.472 -2.546
H 8.365 3.116 -1.355
H -2.561 -5.533 1.744
H -11.612 1.761 6.820
H -1.165 -5.981 -4.108
H 8.275 3.862 3.094
C -6.780 2.401 0.351
C -2.571 -4.888 -0.085
H -10.650 0.769 1.530
O 0.036 -3.355 -1.104
H 3.525 -7.577 -2.129
H -9.784 3.125 6.595
C 4.909 -2.426 -3.928
H 1.142 1.635 -2.778
H 4.817 0.465 -3.419
H -6.326 2.380 3.947
H 2.711 -4.495 -5.227
C 4.380 -7.242 -1.537
O -6.429 5.283 8.184
S 0.292 -0.500 -3.819
O -9.819 2.588 1.047
H -2.140 -5.180 -1.045
N 3.643 -1.792 -4.449
H 9.909 6.667 -2.178
H 4.829 -3.555 -3.635
H 8.642 3.163 0.405
H -4.752 0.066 -0.936
Br 5.514 -2.683 -0.920
C -0.302 -5.300 -3.645
H -0.512 -4.174 -3.888
C 5.623 -1.651 -2.672
H 0.073 -4.088 -0.396
O -2.164 -5.817 0.903
H -3.661 -4.891 -0.161
H 7.972 5.581 2.691
H -6.406 2.991 -0.490
H 3.767 -0.925 -5.055
B 1.434 -2.901 -1.227
O -11.545 2.253 5.984
H -4.755 6.446 7.902
C 9.033 6.338 -1.614
H -4.896 3.177 6.272
H -3.419 0.250 -2.105
H 6.815 1.799 0.631
O -0.421 0.585 -4.718
O 9.439 5.858 -0.346
C 2.374 -4.763 -4.115
O 6.881 2.291 -0.205
H -4.325 2.050 5.014
C 5.155 -0.098 -2.451
O 1.873 -1.811 -0.287
H -7.739 2.807 0.679
O 5.081 -6.248 -2.262